# C23H29F6NO7RhS2Sb2

A molecular structure, C23H29F6NO7RhS2Sb2 (ωB97M-V with the def2-TZVPD basis set, the Open Molecules 2025 dataset).

Its total energy is -3461.63221 Ha. The LUMO energy comes out at -3.4 eV. Its energy above the lowest of the compared OMol25 structures with the same formula, charge and spin is 0.000 eV. Its multiplicity is 1. As for the total charge: +1. The calculation puts the HOMO energy at -0.410 hartree.

Each line ends with the Mulliken charge.
Element x y z (Å)
Rh 0.156 -0.357 0.228  -0.35
F 0.234 -2.570 4.700  -0.22
C 1.085 -2.233 3.746  0.44
F 2.320 -2.482 4.144  -0.22
F 0.817 -2.938 2.655  -0.08
S 0.840 -0.404 3.441  0.97
O -0.270 -0.371 2.478  -0.52
O 0.583 0.144 4.725  -0.59
N 2.161 0.284 2.851  -0.42
S 2.829 -0.076 1.481  1.10
O 2.042 -1.129 0.783  -0.79
O 3.205 1.057 0.696  -0.54
C 4.466 -0.852 1.870  0.36
F 4.348 -1.952 2.584  -0.16
F 5.179 0.044 2.530  -0.18
F 5.052 -1.136 0.713  -0.18
C 2.348 1.257 -2.545  -1.07
Sb 0.541 0.261 -2.124  1.28
C 0.464 -1.410 -3.400  -1.32
C -1.033 1.521 -2.809  -1.13
C -0.560 2.941 -2.929  0.47
C -0.028 3.394 -4.133  -0.55
C 0.460 4.684 -4.261  -0.63
C 0.417 5.542 -3.174  -0.72
C -0.120 5.104 -1.973  -0.71
C -0.613 3.809 -1.827  0.68
C -1.181 3.387 -0.499  -1.48
Sb 0.164 2.259 0.742  0.96
C 1.777 3.624 0.726  -1.40
C -0.693 2.703 2.622  -1.35
H 2.239 1.770 -3.499  0.48
H 3.147 0.521 -2.598  0.48
H 2.575 1.971 -1.758  0.10
H 0.541 -1.049 -4.425  0.48
H -0.484 -1.918 -3.245  0.37
H 1.280 -2.094 -3.183  0.39
H -1.831 1.413 -2.077  0.18
H -1.393 1.110 -3.752  0.84
H -0.010 2.727 -4.988  0.45
H 0.862 5.020 -5.208  0.42
H 0.790 6.553 -3.260  0.43
H -0.168 5.788 -1.134  0.40
H -2.119 2.843 -0.613  0.57
H -1.406 4.274 0.096  0.77
H 1.367 4.613 0.927  0.54
H 2.281 3.630 -0.237  0.36
H 2.489 3.352 1.500  0.49
H -0.766 3.789 2.682  0.54
H -0.075 2.337 3.438  0.42
H -1.683 2.259 2.694  0.39
C -0.516 -6.961 0.859  -0.78
O -1.703 -6.283 1.268  -0.44
C -1.823 -4.984 1.001  1.14
C -3.025 -4.392 1.467  -1.06
C -3.239 -3.072 1.250  -1.31
C -2.278 -2.248 0.591  0.39
C -2.602 -0.893 0.326  1.13
C -4.000 -0.379 0.494  -2.13
O -1.777 0.005 -0.077  0.59
C -1.060 -2.868 0.132  0.40
O -0.159 -2.204 -0.542  -0.83
C -0.870 -4.239 0.332  -0.45
H -0.628 -7.983 1.202  0.25
H 0.363 -6.510 1.322  0.32
H -0.418 -6.945 -0.227  0.33
H -3.741 -5.015 1.982  0.48
H -4.159 -2.629 1.604  0.48
H -4.722 -0.994 -0.041  0.46
H -4.052 0.647 0.140  0.35
H -4.266 -0.394 1.552  0.47
H 0.048 -4.672 -0.035  0.47



# C23H29FN2O3

A single C23H29FN2O3 molecule (ωB97M-V with the def2-TZVPD basis set, the Open Molecules 2025 dataset).

Its total energy is -1328.93159 Ha. The LUMO energy comes out at 0.6 eV. Its energy above the lowest of the compared OMol25 structures with the same formula, charge and spin is 0.334 eV. Its multiplicity is 1. As for the total charge: 0. The calculation puts the HOMO energy at -0.300 hartree.

Each line ends with the Mulliken charge.
Element x y z (Å)
C 2.439 -0.651 -2.368  -0.42
O 2.159 0.562 -3.025  -0.41
C 2.225 1.688 -2.186  -0.83
C 1.040 1.851 -1.263  0.38
C -0.176 1.267 -1.559  0.17
C -1.271 1.399 -0.711  0.42
C -2.582 0.734 -1.043  -0.86
N -2.387 -0.554 -1.683  0.21
C -3.600 -1.185 -2.159  -0.96
C -4.436 -1.850 -1.055  -0.55
C -3.579 -2.844 -0.272  -1.15
C -2.343 -2.126 0.265  1.24
C -1.401 -3.057 1.039  -1.42
N -0.350 -2.298 1.679  -0.08
C 0.847 -2.082 1.082  0.19
O 1.235 -2.737 0.133  -0.68
C 1.691 -1.001 1.681  0.93
C 3.051 -1.021 1.375  -0.44
C 3.904 -0.049 1.855  -0.81
C 3.379 0.951 2.654  0.28
F 4.198 1.902 3.146  -0.41
C 2.032 1.008 2.962  -0.53
C 1.188 0.034 2.462  -0.25
C -1.594 -1.490 -0.917  -0.86
C -1.125 2.158 0.437  -1.38
C 0.075 2.789 0.731  -0.49
C 1.168 2.638 -0.109  0.62
O 2.391 3.212 0.096  -0.43
C 2.526 4.167 1.120  -0.90
H 1.719 -0.870 -1.574  0.05
H 2.385 -1.431 -3.124  0.28
H 3.446 -0.635 -1.933  0.31
H 3.146 1.672 -1.585  0.41
H 2.275 2.553 -2.858  0.32
H -0.272 0.687 -2.463  0.45
H -3.196 0.681 -0.126  0.33
H -3.125 1.365 -1.758  0.44
H -3.298 -1.952 -2.881  0.42
H -4.199 -0.440 -2.688  0.47
H -5.290 -2.359 -1.505  0.41
H -4.823 -1.086 -0.376  0.31
H -3.265 -3.656 -0.932  0.33
H -4.157 -3.279 0.548  0.40
H -2.669 -1.330 0.948  0.15
H -1.952 -3.614 1.802  0.38
H -0.921 -3.759 0.355  0.40
H -0.634 -1.695 2.434  0.26
H 3.417 -1.820 0.747  0.51
H 4.957 -0.055 1.624  0.47
H 1.655 1.804 3.585  0.52
H 0.132 0.118 2.674  0.09
H -1.269 -2.284 -1.596  0.30
H -0.703 -0.971 -0.562  -0.27
H -1.960 2.281 1.113  0.40
H 0.143 3.392 1.623  0.40
H 1.818 4.993 0.991  0.39
H 2.393 3.727 2.112  0.23
H 3.543 4.546 1.036  0.26



# C23H29FN2O4

A molecular structure, C23H29FN2O4 in a non-equilibrium geometry (ωB97M-V with the def2-TZVPD basis set, the Open Molecules 2025 dataset).

Its total energy is -1403.54101 Ha. The LUMO energy comes out at 0.5 eV. Its energy above the lowest of the compared OMol25 structures with the same formula, charge and spin is 18.982 eV. Its multiplicity is 1. As for the total charge: 0. The calculation puts the HOMO energy at -0.312 hartree.

Each line ends with the Mulliken charge.
Element x y z (Å)
C -5.421 -3.862 -1.529  -0.73
O -5.094 -3.023 -0.522  -0.25
C -3.899 -3.220 0.153  -1.01
C -3.882 -2.365 1.321  -0.42
N -3.799 -1.153 0.725  0.04
C -2.728 -0.357 1.019  0.44
O -1.774 -0.843 1.693  -0.74
C -2.716 1.103 0.217  0.40
C -3.922 1.810 0.002  -1.07
C -3.762 2.978 -0.527  -0.32
C -2.643 3.755 -0.867  -1.22
C -1.494 2.968 -0.729  0.44
C -1.439 1.451 -0.116  0.16
H -0.566 1.137 0.270  0.53
O -0.294 3.505 -1.193  -0.43
C 0.984 3.169 -0.579  -0.15
C 1.371 3.113 0.849  -0.74
C 2.818 3.099 1.088  -0.89
N 3.539 2.063 0.371  0.09
C 3.083 1.894 -0.856  -0.94
C 1.559 1.888 -1.364  -1.51
H 1.319 1.950 -2.195  1.87
H 1.124 1.138 -0.766  -0.21
H 3.478 0.970 -1.183  0.55
H 3.603 2.855 -1.721  0.21
C 3.232 0.786 1.221  -0.66
C 3.753 -0.661 0.619  0.41
C 5.150 -0.445 0.449  -0.71
C 5.599 -1.779 0.038  -0.74
C 4.866 -2.791 -0.411  0.12
C 3.468 -2.554 -0.414  -0.31
C 2.870 -1.541 0.062  0.37
O 1.600 -1.276 0.360  -0.28
C 0.656 -2.513 0.101  -0.80
H 0.566 -2.698 -0.937  0.36
H 1.020 -3.072 0.722  0.92
H -0.254 -2.023 0.327  -0.41
H 2.849 -3.465 -0.444  0.36
F 5.336 -3.831 -1.009  -0.30
H 6.630 -1.723 -0.089  0.45
H 5.823 0.128 0.971  0.47
H 1.936 0.669 1.622  0.00
H 3.511 0.888 2.241  0.70
H 3.036 3.035 2.101  0.54
H 3.242 4.072 0.463  0.32
H 0.972 2.413 1.314  0.63
H 1.065 4.120 1.236  0.36
H 1.736 3.877 -1.150  0.25
H -2.494 4.608 -1.478  0.46
H -4.837 3.646 -0.659  0.10
H -4.802 1.444 0.356  0.66
H -4.546 -0.616 0.227  0.20
H -2.854 -2.491 1.833  0.32
H -4.759 -2.507 2.078  0.29
H -3.966 -4.412 0.674  0.25
H -3.147 -3.112 -0.280  0.73
H -6.431 -3.605 -2.137  0.20
H -5.639 -4.902 -1.240  0.30
H -4.634 -3.689 -2.328  0.31



# C23H29FN4O4S

A single C23H29FN4O4S molecule in a non-equilibrium geometry (ωB97M-V with the def2-TZVPD basis set, the Open Molecules 2025 dataset).

Its total energy is -1911.90567 Ha. The LUMO energy comes out at 0.5 eV. Its energy above the lowest of the compared OMol25 structures with the same formula, charge and spin is 0.129 eV. Its multiplicity is 1. As for the total charge: 0. The calculation puts the HOMO energy at -0.324 hartree.

Each line ends with the Mulliken charge.
Element x y z (Å)
C -5.653 -0.966 1.262  -1.23
N -4.737 -0.231 0.410  0.31
C -5.073 1.178 0.271  -1.04
C -3.802 1.952 -0.093  0.59
O -3.727 2.714 -1.026  -0.64
N -2.786 1.633 0.758  -0.10
C -1.493 2.168 0.835  0.46
C -0.727 1.865 1.961  -0.50
C 0.551 2.372 2.098  -0.37
C 1.091 3.179 1.112  -0.26
C 0.323 3.454 -0.004  0.15
F 0.845 4.225 -0.981  -0.41
C -0.961 2.970 -0.168  -0.62
C -4.588 -0.885 -0.885  -0.91
C -3.573 -2.022 -0.789  0.47
O -3.806 -3.156 -1.135  -0.65
N -2.389 -1.574 -0.284  0.23
C -1.195 -2.264 -0.091  0.39
C -1.061 -3.633 -0.319  -0.22
C 0.159 -4.255 -0.120  -0.99
C 1.264 -3.530 0.299  -0.43
C 1.120 -2.175 0.522  -0.39
S 2.542 -1.214 1.028  1.10
O 2.066 0.073 1.469  -0.44
O 3.323 -1.967 1.966  -0.79
N 3.405 -1.164 -0.391  0.29
C 2.760 -0.594 -1.552  -1.49
C 2.421 0.893 -1.427  0.87
C 3.649 1.799 -1.400  -1.03
C 4.646 1.431 -0.299  -0.45
C 5.497 0.212 -0.662  -0.72
C 4.847 -1.131 -0.299  -0.71
C -0.086 -1.535 0.339  0.03
H -5.647 -0.530 2.260  0.37
H -5.312 -1.997 1.330  0.34
H -6.683 -0.963 0.881  0.38
H -5.841 1.374 -0.490  0.35
H -5.439 1.556 1.229  0.41
H -3.036 1.008 1.515  0.28
H -1.140 1.231 2.732  0.36
H 1.134 2.126 2.969  0.27
H 2.088 3.578 1.196  0.45
H -1.533 3.222 -1.045  0.61
H -4.210 -0.161 -1.613  0.41
H -5.537 -1.291 -1.263  0.41
H -2.360 -0.591 -0.044  -0.14
H -1.916 -4.197 -0.654  0.53
H 0.246 -5.316 -0.297  0.41
H 2.225 -3.989 0.465  0.51
H 1.834 -1.159 -1.715  0.38
H 3.415 -0.766 -2.410  0.50
H 1.855 1.037 -0.507  -0.69
H 1.785 1.176 -2.269  0.52
H 4.154 1.764 -2.369  0.45
H 3.307 2.825 -1.249  0.36
H 4.106 1.244 0.631  0.13
H 5.311 2.282 -0.139  0.46
H 6.455 0.263 -0.142  0.38
H 5.709 0.239 -1.734  0.32
H 5.069 -1.393 0.735  0.38
H 5.254 -1.921 -0.945  0.31
H -0.145 -0.474 0.535  0.06